C18H24ClN2O4Pd as an isolated structure at a distorted geometry. Source: the OMol25 dataset; level of theory: ωB97M-V with the def2-TZVPD basis set.

Largest force on an atom   1.587 eV/Å
Orbital gap   8.801 eV
E_HOMO   -13.08 eV
DFT total energy   -46215.81290 eV
Energy above the lowest of the compared OMol25 structures with the same formula, charge and spin   0.0 kcal per mole
Charge   +1

Last column: Löwdin charge in e.
CARTESIAN COORDINATES (ANGSTROEM)
Pd1 1.26 2.76 1.66  1.076
Cl1 2.21 4.87 2.93  0.712
O1 1.41 5.95 3.30  -0.215
O2 1.66 3.61 3.50  -0.421
O3 2.07 4.62 1.46  -0.429
O4 3.56 5.00 3.26  -0.215
N1 0.96 2.18 -0.17  -0.047
N2 0.50 1.04 2.05  -0.060
C1 -1.56 -3.59 1.34  -0.055
C2 1.02 2.40 -2.54  0.044
C3 1.25 2.88 -1.27  -0.054
C4 -1.22 -2.87 2.64  -0.556
C5 0.16 0.53 -4.07  -0.554
C6 0.16 0.42 -1.55  0.071
C7 -2.51 -2.71 3.47  -0.028
C8 0.41 0.94 -0.29  -0.167
C9 0.45 1.13 -2.70  -0.124
C10 -0.24 -0.69 3.50  0.035
C11 0.95 -0.78 -4.21  -0.028
C12 -0.21 -3.72 3.43  -0.028
C13 -0.41 -0.97 1.14  0.079
C14 -0.62 -1.50 2.40  -0.123
C15 0.30 0.55 3.28  -0.055
C16 -1.35 0.24 -4.16  -0.028
C17 0.55 1.47 -5.21  -0.055
C18 0.15 0.30 0.97  -0.163
H1 2.02 -0.59 -4.11  0.097
H2 -0.67 -1.52 0.26  0.109
H3 0.32 0.98 -6.16  0.095
H4 -1.68 -0.48 -3.41  0.081
H5 -0.01 -3.30 4.41  0.084
H6 -0.67 -3.75 0.73  0.092
H7 -0.01 2.40 -5.17  0.094
H8 -2.97 -3.69 3.61  0.096
H9 1.27 3.01 -3.39  0.119
H10 0.67 -1.52 -3.45  0.081
H11 0.60 1.19 4.10  0.127
H12 -1.93 1.16 -4.03  0.097
H13 -1.58 -0.18 -5.14  0.096
H14 1.62 1.68 -5.20  0.094
H15 -1.99 -4.56 1.56  0.095
H16 0.73 -3.81 2.89  0.097
H17 -2.30 -3.03 0.75  0.092
H18 -0.28 -0.57 -1.61  0.118
H19 1.69 3.86 -1.10  0.127
H20 -2.31 -2.29 4.46  0.084
H21 -3.22 -2.06 2.96  0.097
H22 -0.62 -4.72 3.56  0.096
H23 -0.38 -1.05 4.51  0.126
H24 0.77 -1.22 -5.19  0.096



C38H53Cl22O6S as an isolated structure at a distorted geometry. Source: the OMol25 dataset; level of theory: ωB97M-V with the def2-TZVPD basis set.

Largest force on an atom   6.329 eV/Å
Orbital gap   6.681 eV
E_HOMO   -4.98 eV
DFT total energy   -338876.42541 eV
Charge   -1

Last column: Löwdin charge in e.
CARTESIAN COORDINATES (ANGSTROEM)
Cl1 -1.59 3.94 4.65  0.632
Cl2 3.53 -1.95 -5.03  0.579
Cl3 9.94 -1.29 -3.68  0.538
Cl4 -1.61 -7.14 1.31  0.521
Cl5 7.05 -2.55 -2.38  0.610
Cl6 -6.05 3.58 1.26  0.543
Cl7 -7.50 -0.79 6.64  0.544
Cl8 -9.03 6.05 2.05  0.523
Cl9 3.80 -5.68 1.32  0.644
Cl10 9.80 1.74 -1.48  0.610
Cl11 -9.64 7.60 -0.93  0.526
Cl12 -8.36 -1.09 3.36  0.704
Cl13 1.10 -9.19 0.93  0.488
Cl14 9.24 3.36 -4.42  0.545
Cl15 2.21 0.93 -1.45  0.751
Cl16 -0.46 1.93 -4.68  0.591
Cl17 0.37 5.67 6.84  0.519
Cl18 7.16 -5.17 1.59  0.516
Cl19 -1.27 -0.70 -6.73  0.533
Cl20 4.93 0.73 -3.51  0.518
Cl21 2.15 0.39 -7.05  0.522
Cl22 -2.66 3.84 1.49  0.782
S1 -1.24 3.34 -0.77  0.739
O1 -3.41 -0.67 -1.72  0.078
O2 1.00 -2.14 3.69  -0.030
O3 -2.62 4.01 -0.75  -0.578
O4 -0.67 3.40 0.62  -0.574
O5 -1.78 -3.88 1.60  0.114
O6 1.02 -3.71 2.11  -0.115
C1 -4.13 -1.33 0.47  -0.079
C2 0.80 5.15 5.19  -0.663
C3 9.49 -1.39 -1.96  -0.707
C4 -3.67 -2.34 1.43  -0.045
C5 0.17 -1.49 1.51  -0.012
C6 -1.65 -0.59 0.01  -0.018
C7 -1.46 1.61 -1.38  -0.201
C8 -5.47 -0.78 0.42  -0.011
C9 -4.63 -2.86 2.38  0.016
C10 -2.17 -2.77 1.36  -0.262
C11 0.08 -6.80 1.80  -0.651
C12 11.01 2.56 -2.49  -0.641
C13 -9.46 -0.77 4.73  -0.620
C14 -6.45 -1.30 1.40  -0.142
C15 3.26 -0.49 -1.72  -0.560
C16 4.71 -0.11 -1.96  -0.672
C17 -3.77 3.24 2.75  -0.655
C18 0.77 -2.51 2.53  -0.665
C19 -0.85 0.55 -0.40  -0.166
C20 -4.95 2.50 2.16  -0.638
C21 2.64 -2.25 -6.53  -0.654
C22 -1.81 1.84 -5.86  -0.627
C23 -1.19 -1.62 0.97  0.009
C24 4.96 -6.66 2.25  -0.639
C25 -8.42 8.06 0.29  -0.669
C26 1.08 -7.41 0.85  -0.686
C27 -7.84 6.85 1.00  -0.680
C28 8.67 -2.62 -1.65  -0.637
C29 1.01 -0.36 1.10  -0.008
C30 -0.39 5.18 4.25  -0.638
C31 2.87 -1.16 -7.55  -0.660
C32 -3.09 -0.82 -0.55  -0.283
C33 -8.80 0.08 5.79  -0.664
C34 -6.00 -2.33 2.33  -0.121
C35 6.07 -5.82 2.84  -0.662
C36 -2.39 0.45 -5.96  -0.646
C37 10.44 3.79 -3.18  -0.669
C38 0.51 0.64 0.17  -0.212
H1 9.97 4.46 -2.47  0.067
H2 3.18 -1.11 -0.82  0.085
H3 4.40 -7.14 3.05  0.080
H4 -9.53 0.37 6.55  0.069
H5 11.83 2.86 -1.83  0.072
H6 -2.57 2.54 -5.51  0.075
H7 -7.62 8.59 -0.24  0.071
H8 9.16 -3.53 -2.00  0.069
H9 -9.79 -1.72 5.13  0.069
H10 1.18 1.52 -0.13  -0.029
H11 8.52 -2.70 -0.57  0.068
H12 -2.67 0.06 -4.98  0.070
H13 0.88 -7.12 -0.18  0.073
H14 -8.37 0.99 5.37  0.068
H15 11.24 4.33 -3.68  0.070
H16 -6.74 -2.74 3.05  0.036
H17 8.95 -0.47 -1.70  -0.019
H18 -5.78 0.01 -0.29  0.116
H19 -7.46 6.11 0.30  0.048
H20 6.68 -6.43 3.51  0.068
H21 2.98 -3.21 -6.93  0.072
H22 0.19 -5.71 1.81  0.036
H23 -3.20 2.58 3.39  0.018
H24 5.35 -7.44 1.59  0.070
H25 5.09 0.54 -1.17  0.071
H26 -5.53 2.04 2.96  0.070
H27 -1.08 1.50 -2.44  0.013
H28 5.67 -4.98 3.42  0.073
H29 -2.57 1.47 -1.45  0.098
H30 -0.40 3.98 -1.66  0.076
H31 1.57 5.84 4.83  0.069
H32 2.05 -0.24 1.48  0.124
H33 11.39 1.84 -3.21  0.065
H34 2.41 -1.44 -8.50  0.071
H35 1.23 4.15 5.25  0.071
H36 -7.01 7.16 1.64  0.075
H37 1.58 -2.34 -6.28  0.057
H38 -1.44 2.19 -6.82  0.068
H39 -0.06 4.98 3.23  0.068
H40 -3.29 0.48 -6.58  0.073
H41 -8.88 8.75 0.99  0.065
H42 -7.46 -0.86 1.35  0.020
H43 -4.33 -3.65 3.11  0.118
H44 -4.10 4.10 3.35  0.048
H45 5.32 -1.01 -1.99  -0.034
H46 -10.33 -0.24 4.33  0.072
H47 -0.88 6.15 4.27  0.072
H48 2.08 -7.06 1.11  -0.048
H49 0.21 -7.17 2.81  0.072
H50 3.93 -1.00 -7.73  0.068
H51 10.42 -1.41 -1.39  0.070
H52 -4.62 1.71 1.48  0.048
H53 2.85 -1.05 -2.56  0.027



A 7-piece molecular cluster, C41H46BCl2F overall. Source: the OMol25 dataset; level of theory: ωB97M-V with the def2-TZVPD basis set.

Largest force on an atom   0.214 eV/Å
Orbital gap   9.443 eV
E_HOMO   -9.00 eV
DFT total energy   -71701.80047 eV
Structure (SMILES)   C[C@H](Cl)[C@H](Cl)BCCF.c1ccccc1.c1ccccc1.c1ccccc1.c1ccccc1.c1ccccc1.c1ccccc1

Last column: Löwdin charge in e.
CARTESIAN COORDINATES (ANGSTROEM)
Cl1 -0.36 2.63 -2.24  0.673
Cl2 3.86 3.19 -2.50  0.658
F1 0.80 -1.69 -1.66  -0.068
C1 -4.32 0.48 -0.97  -0.096
C2 -5.32 -1.40 0.15  -0.098
C3 -0.07 4.54 1.04  -0.101
C4 -4.18 -3.60 -3.97  -0.099
C5 -5.36 2.91 3.92  -0.100
C6 7.16 -5.05 -0.11  -0.096
C7 -5.38 -5.66 -4.25  -0.099
C8 -4.45 3.96 3.87  -0.095
C9 -4.30 -2.22 -0.32  -0.094
C10 -5.33 -0.05 -0.18  -0.112
C11 0.51 4.66 3.38  -0.093
C12 -5.08 1.71 3.29  -0.100
C13 6.07 -3.08 0.73  -0.099
C14 2.07 0.16 -0.86  -0.125
C15 -5.35 -4.34 -3.84  -0.093
C16 -2.96 2.59 2.57  -0.083
C17 4.99 -3.32 -0.11  -0.101
C18 -0.32 6.61 2.25  -0.099
C19 0.15 6.00 3.40  -0.101
C20 3.67 -2.01 3.09  -0.106
C21 2.15 3.46 -3.05  -0.734
C22 -3.08 -5.50 -4.94  -0.100
C23 4.53 -1.56 4.08  -0.096
C24 -3.29 -1.69 -1.11  -0.109
C25 -3.05 -4.18 -4.52  -0.095
C26 4.99 -4.42 -0.95  -0.093
C27 -0.43 5.88 1.07  -0.089
C28 -3.87 1.55 2.61  -0.095
C29 2.12 3.69 -4.54  -0.126
C30 6.08 -5.29 -0.95  -0.096
C31 0.41 3.94 2.20  -0.106
C32 -3.30 -0.34 -1.44  -0.095
C33 7.16 -3.94 0.73  -0.092
C34 -4.25 -6.25 -4.80  -0.101
C35 1.37 2.23 -2.59  -0.674
C36 2.70 -1.15 2.58  -0.098
C37 3.45 0.59 4.05  -0.090
C38 1.94 -0.93 -1.91  -0.196
C39 4.42 -0.26 4.56  -0.093
C40 2.59 0.15 3.05  -0.090
C41 -3.25 3.80 3.19  -0.082
B1 1.82 1.66 -1.19  -0.312
H1 -2.14 -3.60 -4.62  0.100
H2 -4.27 -7.28 -5.13  0.099
H3 -2.03 2.47 2.03  0.086
H4 -0.61 7.66 2.26  0.100
H5 3.37 1.61 4.42  0.099
H6 5.09 0.09 5.33  0.101
H7 -3.65 0.61 2.12  0.095
H8 1.80 4.34 -2.51  0.101
H9 -0.16 3.97 0.13  0.048
H10 -4.29 -3.27 -0.06  0.103
H11 -4.16 -2.56 -3.64  0.090
H12 1.84 0.81 2.65  0.085
H13 2.70 4.57 -4.82  0.079
H14 6.06 -2.21 1.38  0.095
H15 2.79 -1.61 -1.90  0.104
H16 1.08 3.85 -4.85  0.086
H17 -2.20 -5.96 -5.36  0.099
H18 3.06 0.12 -0.38  0.114
H19 -2.50 -2.33 -1.48  0.100
H20 -5.79 0.89 3.33  0.099
H21 1.82 -0.53 -2.92  0.106
H22 1.39 -0.09 -0.03  0.107
H23 3.75 -3.01 2.71  0.100
H24 6.08 -6.15 -1.60  0.100
H25 -2.52 0.07 -2.06  0.086
H26 0.23 6.57 4.32  0.101
H27 0.87 4.18 4.28  0.102
H28 1.32 1.51 -3.41  0.085
H29 1.87 2.46 -0.30  0.080
H30 0.70 2.89 2.18  0.085
H31 2.52 2.83 -5.08  0.082
H32 8.00 -3.76 1.39  0.101
H33 -0.81 6.36 0.17  0.102
H34 -6.23 -3.88 -3.40  0.101
H35 8.00 -5.73 -0.11  0.100
H36 -6.30 3.04 4.45  0.098
H37 4.14 -2.64 -0.10  0.084
H38 5.29 -2.22 4.47  0.103
H39 -6.12 0.59 0.19  0.102
H40 2.03 -1.51 1.80  0.096
H41 -6.10 -1.81 0.77  0.100
H42 4.15 -4.61 -1.60  0.100
H43 -4.32 1.53 -1.22  0.103
H44 -2.53 4.61 3.15  0.088
H45 -4.67 4.90 4.36  0.099
H46 -6.29 -6.24 -4.15  0.099



A 5-piece molecular cluster, C3H14O4 overall at a distorted geometry. Source: the OMol25 dataset; level of theory: ωB97M-V with the def2-TZVPD basis set.

Largest force on an atom   2.277 eV/Å
Orbital gap   9.920 eV
E_HOMO   -9.83 eV
DFT total energy   -11526.89131 eV
Energy above the lowest of the compared OMol25 structures with the same formula, charge and spin   39.6 kcal per mole
Structure (SMILES)   C=CC.O.O.O.O

Last column: Löwdin charge in e.
CARTESIAN COORDINATES (ANGSTROEM)
O1 2.82 -1.43 1.07  -0.091
O2 0.40 3.78 -0.90  -0.064
O3 1.79 -0.02 -1.06  -0.049
O4 -1.22 1.35 -2.02  -0.054
C1 -1.07 -1.11 1.61  -0.270
C2 -1.59 0.09 1.68  -0.018
C3 -0.85 -2.03 0.49  -0.125
H1 -0.54 3.60 -0.89  0.020
H2 0.89 3.00 -1.18  0.009
H3 -1.96 0.69 0.84  0.046
H4 -2.17 1.28 -2.10  0.045
H5 -1.73 0.67 2.60  0.059
H6 1.54 -0.71 -1.70  0.066
H7 -1.05 -1.62 -0.55  0.083
H8 -0.87 0.52 -1.68  0.005
H9 -1.41 -2.92 0.71  0.070
H10 2.32 0.49 -1.70  0.075
H11 2.24 -1.07 0.37  -0.024
H12 -0.72 -1.62 2.54  0.113
H13 0.20 -2.37 0.41  0.067
H14 2.97 -0.55 1.46  0.037



One molecule with the formula C3H8S2 at a distorted geometry. Source: the OMol25 dataset; level of theory: ωB97M-V with the def2-TZVPD basis set.

Largest force on an atom   4.578 eV/Å
Orbital gap   6.799 eV
E_HOMO   -8.75 eV
DFT total energy   -24907.40262 eV
Energy above the lowest of the compared OMol25 structures with the same formula, charge and spin   92.1 kcal per mole
Structure (SMILES)   CCCSS

Last column: Löwdin charge in e.
CARTESIAN COORDINATES (ANGSTROEM)
S1 1.53 -1.30 1.87  0.240
S2 -0.03 -1.09 -0.13  0.481
C1 -1.03 0.14 -1.06  -0.540
C2 -0.84 1.66 -0.60  -0.279
C3 -1.13 2.86 -1.77  -0.084
H1 -1.29 2.07 0.29  0.074
H2 0.73 -2.41 1.65  -0.263
H3 -1.38 3.91 -1.45  0.066
H4 -1.73 2.22 -2.50  0.071
H5 -0.08 2.82 -2.20  0.059
H6 -2.02 -0.18 -0.82  0.039
H7 -0.42 0.08 -2.02  0.079
H8 0.18 1.82 -0.32  0.056